C26H30O7 in the gas phase. Source: OMol25; level of theory: ωB97M-V/def2-TZVPD.

The geometry in XYZ format:
```
63
Properties=species:S:1:pos:R:3
C 5.23 -1.95 3.19
O 3.99 -1.41 2.81
C 2.92 -1.56 3.64
C 2.96 -2.27 4.84
C 1.83 -2.40 5.63
C 0.63 -1.78 5.23
C 0.60 -1.08 4.04
C 1.72 -0.97 3.22
C 1.71 -0.19 1.99
C 0.76 -0.14 1.05
C 0.92 0.82 -0.07
O 1.96 1.43 -0.25
C -0.24 0.97 -0.97
C 0.05 1.26 -2.26
C -0.81 1.41 -3.40
C -2.11 1.91 -3.34
C -2.92 2.07 -4.45
C -2.41 1.71 -5.71
C -1.11 1.22 -5.79
C -0.31 1.07 -4.68
O 0.96 0.58 -4.72
C 1.53 0.28 -5.97
H 2.55 -0.05 -5.75
H 1.56 1.16 -6.62
H 0.99 -0.53 -6.47
H -0.77 0.97 -6.78
O -3.04 1.79 -6.91
C -4.36 2.27 -7.03
H -5.07 1.66 -6.48
H -4.44 3.31 -6.70
H -4.58 2.21 -8.10
O -4.20 2.58 -4.37
C -4.71 2.94 -3.11
H -4.12 3.75 -2.66
H -4.75 2.09 -2.43
H -5.72 3.30 -3.30
H -2.48 2.22 -2.38
H 1.11 1.34 -2.49
C -1.63 0.73 -0.45
C -1.67 0.00 0.89
C -0.50 -0.97 0.99
H -0.47 -1.58 0.08
H -0.58 -1.63 1.84
H -2.62 -0.53 1.00
H -1.60 0.72 1.71
H -2.18 0.15 -1.20
H -2.14 1.69 -0.34
H 2.59 0.41 1.81
H -0.30 -0.56 3.74
O -0.43 -1.92 6.08
C -1.65 -1.32 5.73
H -2.34 -1.57 6.53
H -1.56 -0.23 5.66
H -2.04 -1.72 4.79
O 1.78 -3.07 6.81
C 2.95 -3.69 7.28
H 3.31 -4.46 6.59
H 3.75 -2.96 7.46
H 2.67 -4.16 8.23
H 3.88 -2.74 5.15
H 5.92 -1.67 2.40
H 5.59 -1.53 4.14
H 5.19 -3.04 3.27
```

Output
relative energy (zero: lowest compared OMol25 entry of this formula, charge and spin) = 15.7 kcal per mole
total energy = -41777.972 eV
HOMO = -0.2718 Eh
SMILES = COc1cc(OC)c(OC)cc1/C=C1\CCC/C(=C\c2cc(OC)c(OC)cc2OC)C1=O
orbital gap = 7.56 eV

***

A molecular structure, C26H31BCaN3O4P. Source: OMol25; level of theory: ωB97M-V/def2-TZVPD.

The geometry in XYZ format:
```
67
Properties=species:S:1:pos:R:3
Ca -0.67 -0.07 1.12
C 2.60 0.65 0.95
C 2.17 0.19 2.36
N 1.34 -1.01 2.31
C 1.95 -2.18 1.66
C 0.96 -2.93 0.76
N 0.24 -2.07 -0.17
C 0.92 -1.64 -1.39
C 2.00 -0.58 -1.13
N 1.61 0.37 -0.09
H 3.55 0.18 0.68
H 2.79 1.72 1.01
H 1.57 0.98 2.82
H 3.07 0.06 2.98
H 1.02 -1.26 3.24
H 2.35 -2.88 2.40
H 2.81 -1.84 1.08
H 0.21 -3.40 1.40
H 1.51 -3.73 0.24
H -0.63 -2.52 -0.41
H 0.16 -1.21 -2.04
H 1.38 -2.49 -1.93
H 2.21 -0.07 -2.07
H 2.93 -1.07 -0.83
H 1.27 1.24 -0.48
O -2.24 2.06 1.89
C -1.59 2.41 0.89
O -0.33 2.22 0.76
C -2.33 2.78 -0.39
P -2.22 1.16 -1.29
C -1.12 1.48 -2.71
C -1.23 0.74 -3.88
C -0.28 0.86 -4.89
C 0.79 1.73 -4.73
C 0.92 2.47 -3.57
C -0.03 2.35 -2.56
C -3.86 0.91 -2.03
C -4.36 1.69 -3.08
C -5.64 1.48 -3.55
C -6.45 0.51 -2.97
C -5.97 -0.26 -1.92
C -4.68 -0.06 -1.45
H -1.85 3.59 -0.94
H -3.37 3.01 -0.17
H -2.07 0.07 -4.01
H -0.39 0.29 -5.80
H 1.53 1.82 -5.52
H 1.75 3.15 -3.44
H 0.08 2.92 -1.64
H -3.73 2.45 -3.53
H -6.02 2.08 -4.37
H -7.45 0.35 -3.34
H -6.60 -1.02 -1.47
H -4.30 -0.66 -0.63
O -1.87 -3.15 2.78
B -2.31 -2.01 2.02
O -3.72 -2.19 1.84
C -4.08 -3.34 2.47
C -5.33 -3.92 2.58
C -5.42 -5.12 3.29
C -4.30 -5.70 3.86
C -3.04 -5.11 3.75
C -2.96 -3.93 3.05
H -6.20 -3.46 2.13
H -6.38 -5.60 3.39
H -4.40 -6.63 4.41
H -2.15 -5.55 4.20
```

Output
relative energy (zero: lowest compared OMol25 entry of this formula, charge and spin) = 0.0 kcal per mole
total energy = -68533.560 eV
HOMO = -0.2561 Eh
orbital gap = 7.44 eV

***

5 unconnected molecules or ions with the total composition C26H31BrO2P. Source: OMol25; level of theory: ωB97M-V/def2-TZVPD.

The geometry in XYZ format:
```
61
Properties=species:S:1:pos:R:3
Br -2.69 -3.60 4.50
C -0.67 -2.95 4.49
C -0.71 -1.42 4.72
O 0.39 -1.10 5.50
P 0.74 -2.37 6.68
O 0.08 -3.54 5.38
H -0.46 -3.28 3.47
H -0.66 -0.93 3.74
H -1.65 -1.12 5.19
H 1.24 -1.42 7.64
H -0.61 -2.25 7.16
H 1.00 -3.50 7.53
H 2.01 -2.53 6.04
C -2.60 -0.12 1.09
C -2.51 0.82 0.07
C -1.63 0.62 -0.99
C -0.84 -0.51 -1.03
C -0.93 -1.45 -0.01
C -1.81 -1.26 1.05
H -3.28 0.03 1.92
H -3.13 1.71 0.10
H -1.56 1.36 -1.78
H -0.14 -0.66 -1.84
H -0.30 -2.34 -0.03
H -1.87 -1.99 1.84
C -3.97 5.92 0.51
C -3.88 6.84 -0.53
C -3.03 6.60 -1.60
C -2.26 5.44 -1.63
C -2.36 4.52 -0.59
C -3.21 4.76 0.48
H -4.63 6.11 1.34
H -4.47 7.75 -0.50
H -2.95 7.32 -2.40
H -1.60 5.25 -2.46
H -1.76 3.62 -0.61
H -3.28 4.05 1.28
C 2.85 0.71 -5.17
C 1.83 -0.21 -4.94
C 0.58 0.23 -4.54
C 0.34 1.59 -4.36
C 1.35 2.51 -4.59
C 2.61 2.07 -4.99
H 3.83 0.37 -5.47
H 2.02 -1.26 -5.08
H -0.21 -0.49 -4.36
H -0.64 1.92 -4.05
H 1.17 3.56 -4.44
H 3.40 2.79 -5.16
C 2.55 -3.82 0.36
C 2.57 -2.91 -0.68
C 3.43 -3.10 -1.76
C 4.26 -4.21 -1.80
C 4.24 -5.12 -0.75
C 3.38 -4.93 0.32
H 1.89 -3.67 1.21
H 1.93 -2.04 -0.65
H 3.44 -2.37 -2.57
H 4.93 -4.35 -2.63
H 4.89 -5.99 -0.78
H 3.37 -5.64 1.14
```

Output
total energy = -110891.054 eV
HOMO = -0.1708 Eh
total charge = -1
orbital gap = 6.77 eV

***

A molecular structure, C26H31Cl2MoN6O2S. Source: OMol25; level of theory: ωB97M-V/def2-TZVPD.

The geometry in XYZ format:
```
69
Properties=species:S:1:pos:R:3
Mo -0.06 -0.40 -0.12
O -0.99 0.44 3.71
C -1.05 0.27 2.54
O 0.02 0.01 1.76
C -2.30 0.26 1.72
C -3.53 0.47 2.33
C -4.65 0.46 1.54
C -4.52 0.26 0.15
C -5.65 0.25 -0.70
C -5.51 0.07 -2.05
C -4.22 -0.11 -2.59
C -3.11 -0.12 -1.80
C -3.23 0.06 -0.41
N -2.13 0.05 0.42
H -3.57 0.63 3.40
H -5.64 0.61 1.96
H -6.63 0.40 -0.26
H -6.37 0.06 -2.70
H -4.12 -0.25 -3.66
H -2.13 -0.24 -2.25
Cl -0.19 2.12 -0.89
C -0.43 3.61 0.24
Cl -0.33 3.23 1.91
H -1.41 3.97 -0.05
H 0.38 4.26 -0.08
C 0.52 -6.30 -0.48
N 0.22 -5.02 0.17
C -0.14 -3.93 -0.45
N -0.19 -3.87 -1.78
S -0.62 -2.58 0.58
H 0.84 -7.01 0.28
H 1.34 -6.18 -1.20
H -0.37 -6.69 -0.98
H 0.24 -4.99 1.18
H -0.03 -4.71 -2.33
H -0.65 -3.10 -2.22
N 0.15 -0.70 -2.26
C 0.25 -0.60 -3.41
C 0.37 -0.47 -4.80
C -0.20 0.65 -5.43
C -0.08 0.78 -6.79
C 0.61 -0.18 -7.53
C 1.19 -1.28 -6.90
C 1.07 -1.44 -5.54
H -0.73 1.39 -4.84
H -0.51 1.64 -7.30
H 0.71 -0.06 -8.60
H 1.72 -2.02 -7.49
H 1.52 -2.29 -5.04
C 2.65 0.42 1.40
C 4.20 0.32 1.45
N 4.71 -0.24 0.21
C 4.20 -1.57 0.02
C 2.63 -1.57 0.02
N 2.14 -0.15 0.11
C 2.76 0.64 -1.01
C 4.32 0.60 -0.90
H 2.29 1.45 1.46
H 2.19 -0.13 2.22
H 4.51 -0.31 2.28
H 4.64 1.30 1.61
H 4.56 -2.22 0.82
H 4.58 -1.97 -0.93
H 2.24 -2.10 0.88
H 2.24 -2.01 -0.90
H 2.40 1.65 -0.94
H 2.43 0.21 -1.95
H 4.71 1.60 -0.74
H 4.75 0.21 -1.82
```

Output
relative energy (zero: lowest compared OMol25 entry of this formula, charge and spin) = 7.3 kcal per mole
total energy = -78212.855 eV
HOMO (spin up / spin down) = -0.5945 / -0.5984 Eh
2S+1 = 3
total charge = +3
<S²> = 2.036
orbital gap (spin up / spin down) = 4.96 / 5.94 eV

***

A molecular structure, C26H31ClIN2ORe. Source: OMol25; level of theory: ωB97M-V/def2-TZVPD.

The geometry in XYZ format:
```
63
Properties=species:S:1:pos:R:3
Re 0.40 -0.74 0.49
Cl 0.19 -7.64 -0.58
C 0.69 -5.99 -0.24
C 2.03 -5.75 0.01
C 2.46 -4.46 0.28
I 4.47 -4.07 0.64
C 1.55 -3.41 0.31
O 1.85 -2.14 0.55
C 0.20 -3.68 0.05
N -0.59 -2.55 0.09
C -1.94 -2.74 -0.08
C -2.47 -3.97 -0.36
C -1.68 -5.12 -0.47
C -0.28 -4.97 -0.23
H 2.73 -6.57 -0.02
H -2.56 -1.86 0.03
H -3.55 -4.04 -0.49
H -2.10 -6.09 -0.69
C -2.02 0.75 2.61
C -0.57 0.74 3.09
C 0.00 2.15 2.95
C -0.55 0.33 4.57
C 0.24 -0.27 2.29
H -2.63 1.42 3.23
H -2.46 -0.25 2.63
H -2.07 1.11 1.58
H -0.62 2.88 3.47
H 0.04 2.43 1.89
H 1.02 2.21 3.35
H -1.13 1.03 5.18
H 0.47 0.30 4.95
H -0.98 -0.67 4.70
H 0.79 -1.01 2.89
C -2.73 0.42 -1.40
C -2.40 1.82 -1.88
C -2.99 2.86 -0.92
C -0.94 2.16 -2.16
C -0.75 3.15 -3.12
C 0.50 3.62 -3.46
C 1.61 3.09 -2.82
C 1.48 2.09 -1.86
C 2.72 1.56 -1.17
C 2.98 2.32 0.13
C 3.97 1.58 -2.05
C 0.19 1.62 -1.52
N 0.09 0.69 -0.50
H -3.82 0.28 -1.39
H -2.35 0.25 -0.40
H -2.30 -0.35 -2.05
H -2.91 1.94 -2.85
H -2.47 2.81 0.04
H -4.05 2.67 -0.74
H -2.88 3.88 -1.31
H -1.63 3.56 -3.62
H 0.61 4.39 -4.21
H 2.60 3.45 -3.08
H 2.52 0.52 -0.90
H 3.14 3.39 -0.08
H 3.85 1.93 0.64
H 2.12 2.23 0.80
H 4.36 2.59 -2.19
H 3.78 1.15 -3.04
H 4.76 0.99 -1.58
```

Output
relative energy (zero: lowest compared OMol25 entry of this formula, charge and spin) = 7.9 kcal per mole
total energy = -55247.499 eV
HOMO (spin up / spin down) = -0.0933 / -0.1484 Eh
2S+1 = 2
total charge = -1
<S²> = 0.772
orbital gap (spin up / spin down) = 4.99 / 6.49 eV

***

2 unconnected molecules or ions with the total composition C26H31F2N2O. Source: OMol25; level of theory: ωB97M-V/def2-TZVPD.

The geometry in XYZ format:
```
62
Properties=species:S:1:pos:R:3
C 2.39 1.39 -4.86
C 2.98 1.20 -3.53
N 4.31 1.42 -3.34
C 4.57 1.14 -2.03
C 5.94 1.31 -1.47
C 3.35 0.75 -1.42
N 2.38 0.79 -2.36
H 1.36 1.05 -4.95
H 2.43 2.45 -5.13
H 2.99 0.85 -5.59
H 5.97 0.97 -0.44
H 6.67 0.75 -2.06
H 6.23 2.37 -1.52
H 3.21 0.47 -0.39
C -1.84 2.81 3.61
C -0.51 2.42 2.95
C 0.04 3.65 2.22
C 0.49 2.01 4.06
C -0.69 1.25 1.96
C -0.17 1.23 0.70
C -0.34 0.12 -0.18
C 0.13 0.21 -1.52
C -0.32 -0.65 -2.57
C -1.68 -1.11 -2.61
C -2.11 -1.95 -3.63
F -3.42 -2.39 -3.59
C -1.30 -2.39 -4.66
C 0.01 -1.91 -4.65
F 0.86 -2.29 -5.68
C 0.51 -1.08 -3.65
C -1.03 -1.05 0.30
C -1.56 -1.13 1.57
C -2.24 -2.40 2.13
C -1.33 -3.04 3.20
C -2.50 -3.44 1.03
C -3.59 -2.08 2.79
C -1.34 0.02 2.46
O -1.63 -0.09 3.68
H -2.24 1.98 4.19
H -1.67 3.66 4.29
H -2.57 3.11 2.85
H 1.03 3.46 1.79
H -0.65 3.97 1.43
H 0.14 4.49 2.93
H 1.45 1.72 3.63
H 0.65 2.86 4.74
H 0.09 1.17 4.64
H 0.34 2.12 0.29
H 0.67 1.12 -1.78
H -2.39 -0.79 -1.85
H -1.66 -3.06 -5.43
H 1.55 -0.76 -3.68
H -1.16 -1.87 -0.40
H -1.18 -2.36 4.04
H -1.79 -3.97 3.57
H -0.34 -3.29 2.77
H -3.15 -3.04 0.25
H -1.56 -3.79 0.58
H -3.00 -4.32 1.46
H -4.28 -1.64 2.07
H -4.04 -3.01 3.18
H -3.46 -1.39 3.63
```

Output
total energy = -37928.502 eV
HOMO = -0.1398 Eh
total charge = -1
orbital gap = 5.46 eV

***

A molecular structure, C26H31FeN2O5PS. Source: OMol25; level of theory: ωB97M-V/def2-TZVPD.

The geometry in XYZ format:
```
67
Properties=species:S:1:pos:R:3
Fe 0.05 0.01 -0.02
O 1.12 0.75 1.56
C 1.50 2.11 1.31
C 0.29 2.80 0.74
N -0.20 2.02 -0.42
C -1.66 2.14 -0.49
C -2.29 1.33 0.66
O -3.39 1.66 1.06
O -1.57 0.34 1.11
C 0.55 2.37 -1.64
C 1.18 1.16 -2.33
O 1.59 1.28 -3.47
O 1.27 0.09 -1.60
H 0.41 0.74 2.22
H 1.86 2.59 2.22
H 2.33 2.05 0.60
H -0.49 2.84 1.50
H 0.51 3.83 0.44
H -2.01 3.18 -0.42
H -1.99 1.74 -1.44
H -0.06 2.95 -2.34
H 1.40 2.99 -1.37
N 3.55 -0.29 -0.06
C 3.76 -1.57 0.41
C 5.08 -2.02 0.57
C 5.37 -3.28 1.03
C 4.34 -4.16 1.36
C 3.04 -3.73 1.23
C 2.71 -2.44 0.78
P 0.93 -2.03 0.81
C 0.23 -3.61 0.22
C 0.46 -3.95 -1.11
C -0.05 -5.13 -1.63
C -0.81 -5.98 -0.83
C -1.04 -5.65 0.50
C -0.52 -4.47 1.02
C 0.54 -2.05 2.61
C 1.50 -2.26 3.60
C 1.15 -2.23 4.94
C -0.17 -1.99 5.31
C -1.13 -1.77 4.33
C -0.78 -1.79 2.99
H 4.37 0.09 -0.51
H 2.72 -0.17 -0.65
H 5.88 -1.35 0.29
H 6.40 -3.59 1.13
H 4.55 -5.16 1.71
H 2.24 -4.41 1.49
H 1.04 -3.29 -1.74
H 0.13 -5.38 -2.67
H -1.21 -6.89 -1.24
H -1.61 -6.31 1.13
H -0.70 -4.23 2.06
H 2.53 -2.44 3.33
H 1.90 -2.39 5.70
H -0.44 -1.96 6.36
H -2.15 -1.57 4.61
H -1.53 -1.58 2.25
C -2.65 -1.91 -0.71
S -1.23 -1.22 -1.59
C -2.14 -0.29 -2.84
H -3.30 -2.40 -1.43
H -3.18 -1.13 -0.16
H -2.27 -2.65 -0.01
H -2.92 0.31 -2.39
H -2.60 -1.00 -3.53
H -1.43 0.33 -3.38
```

Output
relative energy (zero: lowest compared OMol25 entry of this formula, charge and spin) = 9.1 kcal per mole
total energy = -95196.428 eV
HOMO = -0.2984 Eh
orbital gap = 8.65 eV